DFT (ωB97M-V with the def2-TZVPD basis set) results for a cluster of 4 separate species, C24H41INO7 in total in a non-equilibrium geometry.

```
74
Properties=species:S:1:pos:R:3:forces:R:3:mulliken_charge:R:1
C 3.89760 -5.55944 2.74837 0.3407 0.1185 0.3205 -0.748
C 3.08843 -4.99336 1.42172 -1.3041 -0.5562 0.0984 -0.698
C 1.61213 -4.31196 1.81365 1.4737 -0.9161 1.2939 -0.245
C 1.83596 -3.32101 3.09995 0.8999 0.5614 -1.0172 -0.629
C 0.93333 -1.91872 2.97174 -0.6311 -0.8297 -0.9333 0.136
C 1.83385 -0.61008 2.54193 -0.0222 -1.6621 -0.7446 -0.808
I 0.66859 1.16227 3.22911 0.7504 -0.5530 -0.3080 -0.181
C 0.66203 -5.60272 2.15383 -0.0685 0.5970 -0.3808 -0.689
C -0.50798 -5.33607 3.26968 1.9490 -1.7070 0.0511 -0.864
N -1.41896 -4.16319 2.97992 -2.7764 -1.7890 -0.8569 0.578
C -2.61887 -4.30590 3.91982 -0.5298 0.4756 1.2388 -0.455
C -2.21782 -4.07053 5.51648 -0.8839 -1.1174 -0.3556 -0.953
C -1.98799 -4.18978 1.57833 3.3201 2.1816 -5.7146 0.266
C -3.46731 -4.85124 1.16993 -0.1326 0.8140 1.0219 -0.976
O -1.30931 -3.63078 0.53881 -4.3910 -3.3954 6.7491 -0.481
H 3.14602 -5.82856 3.63532 1.4885 0.4621 -2.0593 0.162
H 4.55098 -6.52972 2.51071 -1.2062 2.1046 0.5955 0.266
H 4.59310 -4.70083 3.19711 -1.3212 -1.9347 -1.0158 0.221
H 3.74274 -4.27312 0.76410 -1.0386 -1.2997 1.4614 0.304
H 2.80684 -5.91356 0.71515 0.7679 1.8041 1.4308 0.304
H 1.73482 -3.83436 4.14846 -0.0163 1.1337 -1.3940 0.073
H 2.96732 -2.94508 3.03459 -2.1589 -0.8197 0.2412 0.168
H 0.25992 -1.72206 3.91019 1.5317 -0.1660 -1.5754 0.177
H 0.19020 -2.12265 2.06015 1.6083 0.4415 2.0063 0.082
H 2.91661 -0.63473 2.99658 -2.2806 0.3892 -0.7522 0.425
H 1.87462 -0.51415 1.35337 0.0107 -0.1973 2.7981 0.378
H 0.14937 -5.92670 1.13380 0.8731 0.4851 2.0411 0.140
H 1.29559 -6.54213 2.51589 -1.3366 1.5085 -0.3399 0.389
H 0.04134 -5.19592 4.31916 -1.4018 0.1178 -2.2799 0.268
H -1.09950 -6.36720 3.38208 0.7255 2.0860 -0.2406 0.295
H -3.44526 -3.49878 3.62775 1.8335 -1.7972 0.5636 0.288
H -3.08416 -5.40360 3.88191 0.8290 2.2802 -0.0708 0.248
H -1.42059 -3.22968 5.68018 -1.6048 -1.6810 -0.3484 0.220
H -1.86517 -5.13013 5.93558 -0.4265 2.5263 -0.8015 0.237
H -3.24449 -3.84982 6.08217 2.3325 -0.2155 -1.1508 0.336
H -3.70814 -5.82087 1.81774 0.4941 2.1647 -1.5135 0.225
H -4.25477 -3.99484 1.43491 1.5402 -1.9975 -0.4390 0.259
H -3.57921 -5.04288 0.01898 0.7363 0.3574 2.3805 0.302
O 1.63903 7.69506 1.73684 0.4645 -1.7088 0.3083 -0.619
C 1.82117 6.49800 1.58833 -0.0408 1.8606 0.1226 0.386
O 2.54877 5.71842 2.44099 -0.4369 0.9844 -0.1738 -0.350
C 2.64436 4.40003 1.90388 0.3737 -0.8244 0.1469 -0.311
C 1.48389 4.27324 0.95196 -0.4488 -0.6435 -0.3541 -0.347
C 1.32652 5.68040 0.43376 -0.3104 -0.2960 -0.1089 -0.028
H 3.61015 4.29815 1.39788 -0.0667 0.0477 0.0070 0.239
H 2.58953 3.66696 2.71397 0.0759 0.2733 -0.0416 0.213
H 1.65158 3.53328 0.16489 0.0283 0.0406 0.1786 0.202
H 0.58168 3.98205 1.50355 0.2058 -0.0621 -0.0745 0.233
H 1.96312 5.86753 -0.43545 -0.1000 0.0938 0.0103 0.040
H 0.28291 5.90988 0.20654 0.2944 0.2766 -0.1102 0.317
O 3.34206 4.61969 -2.35772 -1.7304 -0.3220 -0.7756 -0.605
C 2.42134 4.09547 -2.96240 1.4575 0.7121 1.2104 0.552
O 1.14503 4.57956 -2.99174 0.9295 0.1926 0.2838 -0.322
C 0.31207 3.66142 -3.69813 -0.8488 -0.1097 -0.2356 -0.142
C 1.24835 2.86070 -4.56482 -0.1514 -0.5171 -0.7707 -0.497
C 2.50740 2.81502 -3.73648 0.0262 -0.1620 -0.4855 -0.451
H -0.21615 3.03733 -2.96967 0.0603 0.0364 -0.0129 0.250
H -0.42303 4.21228 -4.29210 0.1584 0.0384 0.2593 0.063
H 0.85773 1.87258 -4.82208 -0.0268 0.1921 0.0309 0.353
H 1.44290 3.40144 -5.49903 -0.1071 -0.1001 0.1282 0.262
H 2.50441 1.97397 -3.03760 0.1595 0.0865 -0.0033 0.250
H 3.40060 2.79354 -4.36508 0.0378 -0.0631 0.4334 0.295
O -2.00793 3.11695 -7.69004 -0.8668 1.3140 1.4346 -0.595
C -2.77640 3.75429 -6.98902 1.4243 -1.4494 -1.2032 0.405
O -2.39753 4.49032 -5.90325 0.2498 -0.3940 -0.6682 -0.249
C -3.56075 5.00921 -5.26024 -0.1976 0.4200 0.6865 -0.428
C -4.63462 5.00451 -6.31651 -0.8096 0.4609 -0.0816 -0.545
C -4.26448 3.80974 -7.15849 -0.3959 0.3284 -0.1903 -0.316
H -3.80896 4.36241 -4.41218 0.0395 0.0418 -0.0589 0.286
H -3.35788 6.01805 -4.88914 0.1998 -0.2587 -0.0172 0.332
H -5.64518 4.95210 -5.90278 0.1728 0.0583 0.0156 0.313
H -4.56363 5.91643 -6.92180 -0.0263 -0.1184 0.1345 0.260
H -4.70312 2.88647 -6.76991 0.0894 -0.0124 -0.1620 0.263
H -4.53680 3.95737 -8.20608 0.1428 -0.3915 0.1373 0.271
```
Forces are in eV/Å.

DFT total energy, hartree: -1817.9528
Multiplicity: 1
Charge: -1
HOMO level, eV: -1.6
LUMO, eV: 1.721



DFT (ωB97M-V with the def2-TZVPD basis set) results for an isolated molecule of C24H41NO5S in a non-equilibrium geometry.

```
72
Properties=species:S:1:pos:R:3:forces:R:3:mulliken_charge:R:1
C -5.70692 -0.99818 2.78472 0.3095 0.0124 -0.4236 -1.090
C -4.39565 -0.55595 2.01026 -0.9233 -0.7081 0.2109 -0.190
C -3.17916 -1.50912 2.28019 0.2853 0.8007 -0.2738 -0.651
C -2.64312 -2.21257 0.99820 0.2884 -0.2824 0.4268 -0.470
C -1.42096 -3.15086 1.33710 -1.1778 0.6243 -0.6016 -0.334
C -0.90517 -3.83464 0.03988 0.2394 -0.6360 0.3336 -0.557
C 0.42533 -4.67930 0.19378 -0.7637 -0.1781 0.3074 -0.634
C 1.19723 -4.48757 1.53515 1.1454 0.1576 -0.6894 -0.889
C 2.06150 -3.17063 1.61416 -0.0116 -0.8906 0.2957 -0.432
C 3.03894 -2.97392 0.39322 0.4052 0.9439 1.0107 -1.138
C 2.86730 -1.54114 -0.21756 -0.1778 -0.1028 -0.1719 -0.685
C 1.74556 -1.42788 -1.30650 0.1810 -0.7182 -0.1588 1.002
C 2.13795 -0.58521 -2.56567 -0.3571 0.2670 0.9392 -1.299
C 2.68484 0.85632 -2.22867 0.2606 -0.2818 -0.9830 -0.572
C 1.64864 1.99811 -2.47565 0.4444 -0.7137 -0.0477 -1.044
C 0.30671 1.85582 -1.68543 -0.3991 0.7895 -0.7746 1.238
C -0.83635 2.50372 -2.57151 -0.5207 -0.4825 0.7511 -0.136
O -1.53151 1.41478 -3.21197 -0.0695 0.5488 0.1638 -0.599
C -1.86975 3.36267 -1.78678 -0.1531 1.1307 -1.4315 -1.058
O -2.46149 2.70534 -0.65207 1.9363 0.1330 0.2223 -0.318
S -1.35674 2.49600 0.53311 -1.0207 -2.3992 3.9130 1.308
O -1.42600 3.47693 1.58740 0.3150 1.0823 -1.9615 -0.719
O -1.62755 1.19217 1.09589 0.0528 0.2191 -1.6406 -0.396
C 0.36049 2.36713 -0.20628 1.7074 0.1250 -0.9565 0.916
O 0.97222 1.34182 0.56403 -0.6485 0.0549 0.1576 -0.712
C 1.19026 3.65415 0.01285 0.7034 1.8819 0.3997 0.292
C 2.15477 3.74615 1.06275 -0.8492 0.0090 -1.0080 -0.706
C 2.89917 4.93116 1.22585 1.2365 -0.2586 1.4978 -0.402
N 2.84283 6.09192 0.54727 -1.5695 -2.4596 -0.5420 -0.602
C 1.92572 5.95456 -0.43004 -0.4799 1.4672 -1.3514 -0.610
C 1.12231 4.85311 -0.76968 0.0195 -1.1453 0.8296 -0.129
H -5.60217 -2.04484 3.15391 -0.1779 0.7521 -0.1712 0.307
H -6.57991 -0.96851 2.09299 0.4818 0.0267 0.6184 0.269
H -5.90588 -0.31684 3.63851 0.0538 -0.5656 -0.4326 0.290
H -4.20033 0.49712 2.29683 0.2140 -0.6598 -0.4232 0.174
H -4.65347 -0.60312 0.92679 0.4017 0.2675 0.6372 0.273
H -3.45026 -2.26065 3.05507 0.2015 0.3897 -0.4948 0.555
H -2.35014 -0.88112 2.68418 -0.4566 -0.5770 -0.1512 0.139
H -3.46570 -2.78867 0.50525 0.5782 0.2998 0.3288 0.316
H -2.28568 -1.45240 0.26910 -0.3304 -0.2884 0.4352 0.038
H -0.68100 -2.49742 1.84351 -0.1992 -0.5681 -0.3509 0.058
H -1.79126 -3.90335 2.06728 0.4559 0.3033 -0.3641 0.313
H -1.69565 -4.55325 -0.28696 0.4270 0.6699 0.0888 0.359
H -0.77394 -3.10491 -0.78959 -0.1692 -0.2359 0.6659 0.269
H 1.04968 -4.46822 -0.70181 -0.1098 -0.1650 0.7753 0.192
H 0.17087 -5.76534 0.12228 0.1188 0.7641 0.0433 0.445
H 0.56569 -4.59940 2.44117 0.1500 0.1676 -0.6996 0.339
H 1.94362 -5.32177 1.58779 -0.5479 0.5111 0.0146 0.437
H 2.68484 -3.28709 2.53529 -0.4483 0.2165 -0.6079 0.380
H 1.44368 -2.26213 1.79529 0.2749 -0.6219 -0.3804 0.136
H 4.07136 -2.99905 0.82131 -0.6624 -0.1098 -0.4112 0.347
H 2.99974 -3.79086 -0.35449 -0.2024 0.5643 0.3225 0.586
H 3.84269 -1.19263 -0.63045 -0.6227 -0.2349 0.1754 0.466
H 2.59741 -0.87021 0.63534 0.4369 -0.3458 -0.5928 0.101
H 0.79430 -1.08281 -0.84059 0.6366 -0.0985 -0.3271 -0.411
H 1.54888 -2.46713 -1.67214 -0.0034 0.7462 0.2145 0.380
H 1.22254 -0.49305 -3.19774 0.7120 -0.0333 0.2163 0.409
H 2.89934 -1.15691 -3.13690 -0.4196 0.3997 0.3196 0.406
H 3.51436 1.02907 -2.95887 -0.4953 0.1093 0.6428 0.410
H 3.17808 0.90073 -1.22834 -0.4812 -0.0453 -0.5770 0.311
H 1.38120 1.94800 -3.55963 0.1737 -0.0366 0.7614 0.483
H 2.17293 2.96642 -2.33754 -0.5949 -0.3892 0.1001 0.227
H 0.05652 0.77256 -1.62683 0.0469 0.8318 0.0779 -0.514
H -0.40197 3.12743 -3.38596 -0.2548 -0.2109 0.6570 0.348
H -2.44662 1.39978 -2.88961 0.3758 -0.1418 -0.0953 0.366
H -1.48686 4.37307 -1.50387 -0.1152 -0.8427 -0.0226 0.265
H -2.70884 3.56948 -2.49375 0.4693 -0.2116 0.6217 0.526
H 1.91198 1.28262 0.32673 -0.3446 0.1681 -0.1426 0.273
H 2.31580 2.89512 1.74121 -0.0459 0.6794 -0.3067 0.480
H 3.65447 4.91915 2.04060 -0.5810 0.0021 -0.5205 0.356
H 1.79506 6.86124 -1.05913 0.0970 -0.6555 0.4023 0.347
H 0.44325 4.91498 -1.63425 0.5478 0.1781 0.5091 0.167
```
Forces are in eV/Å.

DFT total energy, hartree: -1768.1219
Multiplicity: 1
HOMO level, eV: -10.1
LUMO, eV: -0.049



DFT (ωB97M-V with the def2-TZVPD basis set) results for a structure of composition C24H41NO7S2Si3SrTe in a non-equilibrium geometry.

```
80
Properties=species:S:1:pos:R:3:forces:R:3:mulliken_charge:R:1
Sr -0.93972 0.25037 -0.17895 2.6005 -3.2846 3.6920 1.165
C -2.43465 -3.09908 2.02367 0.2153 -0.0107 -0.0053 -1.230
O -1.44061 -2.26473 1.44707 -0.3573 -0.0427 -0.0332 -0.094
Si 0.20591 -2.72202 1.40659 0.2797 -0.0289 0.0787 0.060
C 0.38163 -3.81658 -0.11093 -0.1760 -0.0164 -0.1285 -1.169
C 0.54933 -3.85700 2.86313 -0.2881 -0.1818 0.1444 -1.162
C 1.11495 -1.19289 1.36886 -0.0587 0.1845 -0.5822 1.757
Si 1.20033 -0.31609 2.95683 0.0257 0.0276 0.0845 0.225
C -0.36698 -0.58708 3.99456 -0.0985 0.1316 0.0995 -1.108
C 2.61564 -0.85896 4.07679 0.1278 0.0784 0.2108 -1.209
C 1.42352 1.55733 2.73034 -0.1223 0.0461 0.1804 -0.928
Si 2.71890 -1.29258 0.49366 0.1077 -0.0444 0.0826 -0.342
C 3.82752 -2.65107 1.20496 0.1995 -0.0560 -0.0164 -1.037
C 3.69387 0.31710 0.65418 0.0547 0.1012 -0.0774 -0.890
C 2.65017 -1.66413 -1.35639 -0.0673 -0.0318 -0.1275 -0.828
H -2.08455 -3.53612 2.96283 -0.0182 0.0145 -0.0348 0.421
H -2.71735 -3.91322 1.34592 0.0037 -0.0004 0.0171 0.317
H -3.32157 -2.50049 2.23562 -0.0035 -0.0046 0.0253 0.234
H -0.30140 -4.67196 -0.05313 0.0496 0.0526 0.0078 0.389
H 1.39928 -4.20446 -0.21146 -0.0976 0.0001 0.0079 0.319
H 0.14458 -3.25956 -1.02477 0.0451 -0.0950 0.0212 0.242
H 0.02716 -4.81819 2.78369 0.0724 0.0542 0.0366 0.352
H 0.27177 -3.40063 3.81787 0.0722 -0.0636 -0.0527 0.343
H 1.62425 -4.06064 2.89169 -0.0584 0.0245 -0.0255 0.301
H -0.26752 -1.45934 4.64690 -0.0137 0.0570 -0.0411 0.314
H -1.23551 -0.74677 3.35115 0.0102 -0.0588 0.1374 -0.036
H -0.57356 0.28006 4.63322 0.0552 -0.0977 -0.0302 0.489
H 2.56871 -1.93447 4.27865 -0.0045 0.0828 -0.0216 0.307
H 2.57493 -0.33334 5.03994 0.0087 -0.0551 -0.0915 0.390
H 3.58966 -0.64379 3.62525 -0.0731 -0.0390 0.0699 0.313
H 0.99123 1.90049 1.78523 0.0608 0.1015 0.0068 0.062
H 2.48068 1.83391 2.72722 -0.0754 -0.0029 -0.0440 0.366
H 0.93867 2.11209 3.54304 0.0600 -0.0340 -0.0718 0.401
H 3.96807 -2.52107 2.28280 -0.0074 -0.0408 -0.1053 0.278
H 4.81877 -2.65015 0.73260 -0.1048 -0.0240 0.0463 0.369
H 3.38718 -3.64282 1.04342 0.0552 0.0860 0.0250 0.245
H 4.07193 0.46525 1.67049 -0.0279 0.0156 -0.0957 0.395
H 3.06705 1.17927 0.40181 0.0999 -0.0408 0.0167 0.071
H 4.55622 0.31672 -0.02340 -0.0645 -0.0209 0.0696 0.347
H 2.35857 -2.69757 -1.56130 0.0800 0.0867 0.0038 0.406
H 3.64071 -1.50500 -1.80071 -0.0640 -0.0332 0.0606 0.347
H 1.94682 -1.00033 -1.86240 0.1154 -0.0858 -0.0231 -0.018
O -2.48563 2.03606 1.81606 -0.3989 0.3075 0.0053 -0.213
N -1.60285 1.38728 2.12046 0.0789 0.1828 0.4267 0.134
C -2.73348 2.96865 -2.87838 0.1390 0.1995 0.0953 -1.281
S -1.94155 1.42686 -2.46524 -1.5011 0.7023 -1.9211 1.373
C -2.64924 0.46169 -3.79467 0.0551 -0.0775 -0.0552 -1.219
O -2.69293 0.94429 -1.23611 -2.0712 0.9838 -1.2871 -1.069
H -3.81214 2.81223 -2.90172 0.0566 -0.0066 -0.0059 0.466
H -2.35379 3.30128 -3.84554 -0.0329 0.0236 0.0528 0.461
H -2.45972 3.68124 -2.10065 -0.0013 -0.0358 -0.0455 0.266
H -2.26396 0.84619 -4.73996 -0.0212 -0.0272 0.0239 0.430
H -3.73630 0.52231 -3.74995 0.0268 -0.0043 -0.0087 0.394
H -2.32665 -0.57051 -3.66190 -0.0173 0.0184 -0.0120 0.323
Te -3.93944 -1.42489 -0.46481 -0.6193 -0.4073 -0.0377 0.330
C -5.81731 -2.27825 -0.43707 -0.0047 0.0509 -0.1780 -0.052
C -6.69655 -2.45209 0.60378 -0.0139 -0.0412 0.0700 -0.300
C -7.94569 -2.97813 0.19061 0.0037 -0.0107 0.0092 -0.532
C -8.00610 -3.18250 -1.15939 0.0197 0.0153 -0.0559 -0.431
S -6.54346 -2.75725 -1.92551 -0.0390 -0.0594 0.0957 -0.102
H -6.44641 -2.22304 1.63142 -0.0138 0.0460 -0.0668 0.401
H -8.76558 -3.19041 0.86353 0.0457 0.0104 -0.0350 0.359
H -8.83698 -3.55163 -1.74244 0.0266 -0.0077 0.0868 0.381
O -0.30348 2.47863 -0.62383 0.5824 0.4000 -0.4398 -0.967
C 0.63372 2.02953 -1.37291 0.2706 0.2857 0.0674 1.273
O 0.72557 0.80380 -1.66494 0.8033 0.7096 -0.3470 -1.065
C 1.61194 2.98759 -1.95527 -0.0339 0.0193 0.0107 -0.346
C 2.87404 2.53854 -2.31382 0.0060 -0.0130 -0.0802 -0.304
C 3.82473 3.41264 -2.84757 0.0538 -0.1143 0.0184 -1.284
C 3.43633 4.71641 -3.02132 0.0753 -0.0010 -0.0107 1.025
O 4.16930 5.75104 -3.52454 0.0170 0.1144 -0.0539 -0.508
C 3.32655 6.90523 -3.47502 -0.0517 -0.1392 0.0391 -0.255
O 2.05875 6.49763 -2.95769 0.0551 0.0773 -0.0554 -0.515
C 2.17277 5.16115 -2.67816 -0.0658 0.0543 0.0382 0.797
C 1.23756 4.32977 -2.12957 -0.0725 -0.0049 0.1086 -1.037
H 3.11391 1.49382 -2.16049 0.0002 0.0409 -0.0133 0.468
H 4.82150 3.08167 -3.10660 -0.0378 0.0142 -0.0049 0.441
H 3.19994 7.30869 -4.47867 -0.0280 -0.0385 -0.0943 0.252
H 3.76941 7.65268 -2.81812 0.0334 0.0082 0.1159 0.254
H 0.25863 4.68134 -1.83051 0.0573 -0.0267 0.0270 0.475
```
Forces are in eV/Å.

DFT total energy, hartree: -3484.1623
Multiplicity: 1
HOMO level (alpha / beta), eV: -6.7 / -6.7
LUMO (alpha / beta), eV: -0.321 / -1.937



Question: Which of these has the lowest DFT total energy?
Answer: C24H41NO7S2Si3SrTe



Question: What is the multiplicity in the third record?
Answer: 1



Question: What is the DFT total energy in the third record?
Answer: -3484.1623 hartree